This record from the Open Molecules 2025 dataset describes 7 unconnected molecules or ions with the total composition C12H21BCl18O4Si. The level of theory is ωB97M-V with the def2-TZVPD basis set.

```
57
C12H21BCl18O4Si (ωB97M-V with the def2-TZVPD basis set)
C 0.898 2.658 -0.025
C 1.739 2.107 -1.207
Si 0.739 0.725 -1.998
C -0.578 1.485 -3.169
O -1.953 1.337 -2.721
C -2.294 0.042 -2.520
C -2.884 -0.276 -1.187
O -2.112 -0.800 -3.371
B 1.833 -0.696 -2.889
O 1.503 -1.290 -4.066
O 2.967 -1.139 -2.227
C 2.534 -1.982 -1.148
H -0.075 2.976 -0.395
H 1.401 3.464 0.497
H 0.701 1.816 0.630
H 1.951 2.929 -1.886
H 2.661 1.695 -0.801
H -0.011 0.064 -0.904
H -0.429 2.552 -3.303
H -0.468 1.048 -4.163
H -3.307 0.616 -0.736
H -2.089 -0.623 -0.534
H -3.598 -1.082 -1.294
H 0.606 -1.044 -4.334
H 2.231 -1.389 -0.282
H 3.329 -2.642 -0.823
H 1.675 -2.580 -1.459
Cl 4.190 3.658 1.717
C 4.191 2.036 2.412
Cl 2.552 1.527 2.824
Cl 4.946 0.882 1.308
H 4.776 2.063 3.322
Cl 1.771 -4.508 1.083
C 3.228 -4.614 2.072
Cl 4.320 -5.849 1.449
Cl 4.040 -3.048 2.165
H 2.934 -4.897 3.073
Cl -0.934 3.867 4.534
C -1.546 2.570 3.510
Cl -1.914 3.175 1.894
Cl -0.392 1.236 3.428
H -2.460 2.193 3.948
Cl -2.880 -5.011 -4.622
C -3.630 -3.599 -3.872
Cl -5.129 -3.171 -4.699
Cl -3.923 -3.892 -2.156
H -2.947 -2.762 -3.953
Cl -1.254 9.382 5.643
C -0.469 8.272 4.521
Cl 0.220 6.893 5.379
Cl -1.598 7.730 3.278
H 0.339 8.800 4.034
Cl -1.950 -6.612 -0.510
C -3.152 -6.655 0.778
Cl -2.426 -7.140 2.311
Cl -3.977 -5.100 0.937
H -3.895 -7.394 0.509
```

LUMO energy   0.2 eV
Strongest force on any atom   1.1 eV Å⁻¹
Structure (SMILES)   CC[Si@@H](COC(C)=O)B(O)OC.ClC(Cl)Cl.ClC(Cl)Cl.ClC(Cl)Cl.ClC(Cl)Cl.ClC(Cl)Cl.ClC(Cl)Cl
Charge   0

Which charges does Löwdin predict for the atoms? In e, they are: -0.23 -0.32 0.81 -0.22 -0.06 -0.55 0.02 0.09 -0.68 0.16 -0.03 -0.12 0.04 0.04 0.00 0.07 0.05 0.03 0.09 0.08 0.09 0.08 0.06 0.08 0.07 0.06 0.08 0.54 -1.52 0.51 0.53 0.01 0.55 -1.54 0.53 0.53 0.01 0.51 -1.52 0.56 0.50 0.01 0.53 -1.54 0.53 0.50 -0.03 0.53 -1.55 0.50 0.52 0.01 0.52 -1.55 0.52 0.50 0.01



This record from the Open Molecules 2025 dataset describes 4 unconnected molecules or ions with the total composition C12H21BNO13S. The level of theory is ωB97M-V with the def2-TZVPD basis set.

```
49
C12H21BNO13S (ωB97M-V with the def2-TZVPD basis set)
N 3.115 -4.558 3.187
B 2.448 -3.269 2.965
O 3.034 -2.264 2.236
S 0.759 -2.852 3.705
O 0.435 -1.503 3.201
O 1.043 -2.858 5.145
O -0.192 -3.873 3.266
H 3.279 -5.037 2.307
H 4.049 -4.336 3.525
H 2.874 -1.430 2.717
C 0.401 2.986 1.827
C 1.333 1.806 1.826
C 1.602 1.182 3.172
O 2.917 0.635 2.984
C 3.551 1.358 2.037
O 4.713 1.278 1.781
O 2.679 2.178 1.415
H 0.235 3.339 0.812
H -0.556 2.696 2.251
H 0.811 3.817 2.404
H 0.979 1.044 1.127
H 0.917 0.376 3.431
H 1.641 1.923 3.976
C -2.624 -0.809 0.748
C -3.313 0.521 0.582
C -3.464 1.018 -0.844
O -3.434 2.452 -0.678
C -2.724 2.709 0.441
O -2.295 3.769 0.772
O -2.521 1.581 1.148
H -2.571 -1.093 1.798
H -3.172 -1.582 0.206
H -1.605 -0.760 0.368
H -4.280 0.523 1.097
H -4.401 0.719 -1.310
H -2.612 0.732 -1.462
C -1.076 -0.086 -6.399
C -0.223 0.266 -5.208
C 0.763 -0.801 -4.772
O 0.866 -0.564 -3.365
C -0.280 0.018 -2.955
O -0.596 0.172 -1.821
O -1.026 0.400 -4.020
H -1.739 0.738 -6.657
H -0.444 -0.306 -7.260
H -1.694 -0.956 -6.177
H 0.288 1.220 -5.367
H 1.741 -0.714 -5.234
H 0.370 -1.809 -4.928
```

LUMO energy   1.9 eV
Energy relative to the best compared isomer or geometry (same formula, charge and spin)   0.0 kJ/mol
Strongest force on any atom   1.3 eV Å⁻¹
Charge   -1

Which charges does Löwdin predict for the atoms? In e, they are: 0.12 -0.61 0.11 0.43 -0.41 -0.38 -0.38 0.06 0.06 0.07 -0.02 -0.30 -0.09 0.04 -0.57 0.14 0.08 0.08 0.08 0.09 0.16 0.10 0.14 -0.01 -0.31 -0.08 0.06 -0.58 0.14 0.08 0.09 0.09 0.08 0.15 0.13 0.10 -0.03 -0.33 -0.09 0.08 -0.54 0.17 0.08 0.09 0.09 0.09 0.16 0.14 0.14



This record from the Open Molecules 2025 dataset describes a molecular structure, C12H21CoN4O2Te. The level of theory is ωB97M-V with the def2-TZVPD basis set.

```
41
C12H21CoN4O2Te (ωB97M-V with the def2-TZVPD basis set)
Co -0.633 0.346 -0.431
N 2.552 -1.313 0.068
C 1.855 -2.292 1.008
C 1.315 -1.620 2.273
C -0.134 -1.126 2.271
N -0.302 0.221 1.639
C -1.090 -2.141 1.641
C -0.639 -2.690 0.287
N -0.888 -1.694 -0.806
C 0.811 -3.180 0.317
H 3.393 -0.948 0.522
H 2.018 -0.454 -0.247
H 2.871 -1.797 -0.774
H 2.671 -2.944 1.311
H 1.996 -0.832 2.613
H 1.353 -2.389 3.046
H -0.408 -1.036 3.321
H 0.454 0.842 1.921
H -1.140 0.639 2.044
H -2.083 -1.691 1.539
H -1.203 -2.980 2.329
H -1.250 -3.567 0.077
H -1.890 -1.710 -1.007
H -0.459 -2.012 -1.673
H 1.145 -3.463 -0.687
H 0.796 -4.108 0.892
O 1.026 2.437 -2.039
N 1.802 1.627 -1.639
O 1.291 0.866 -0.659
Te -1.427 1.655 -2.533
C -2.145 3.591 -2.115
C -3.521 3.763 -2.175
C -4.044 5.032 -1.953
C -3.197 6.099 -1.697
C -1.826 5.908 -1.654
C -1.282 4.645 -1.866
H -4.184 2.934 -2.390
H -5.115 5.183 -1.992
H -3.609 7.087 -1.538
H -1.166 6.745 -1.470
H -0.211 4.506 -1.845
```

LUMO energy (spin up / spin down)   -5.8 / -7.9 eV
2S+1   5
Strongest force on any atom   0.8 eV Å⁻¹
Charge   +2

Which charges does Löwdin predict for the atoms? In e, they are: 0.50 0.22 -0.24 -0.08 -0.31 0.02 -0.09 -0.32 0.01 -0.08 0.17 0.06 0.17 0.16 0.14 0.15 0.15 0.12 0.12 0.13 0.15 0.15 0.11 0.12 0.13 0.15 -0.18 -0.11 -0.34 1.30 -0.58 -0.16 -0.06 -0.05 -0.05 -0.13 0.09 0.12 0.12 0.12 0.09



This record from the Open Molecules 2025 dataset describes a molecular structure, C12H21CrIN2O13P3. The level of theory is ωB97M-V with the def2-TZVPD basis set.

```
53
C12H21CrIN2O13P3 (ωB97M-V with the def2-TZVPD basis set)
Cr 0.693 0.372 0.547
O 3.071 0.323 3.651
C 2.570 0.423 2.569
O 1.274 0.332 2.305
C 3.368 0.692 1.245
O 4.539 0.962 1.237
O 2.572 0.578 0.218
N -2.996 1.374 -1.050
C -2.573 -0.078 -1.175
C -3.662 -0.856 -1.898
P -1.048 0.075 -2.241
O -0.882 -1.343 -2.920
O -1.436 1.143 -3.195
O 0.159 0.301 -1.342
P -2.249 -0.655 0.533
O -3.687 -0.245 1.157
O -1.965 -2.096 0.620
O -1.263 0.395 1.032
H -2.744 1.802 -1.967
H -2.447 1.816 -0.304
H -3.986 1.458 -0.825
H -3.799 -0.493 -2.918
H -4.607 -0.790 -1.353
H -3.376 -1.904 -1.943
H -0.375 -1.929 -2.314
H -3.930 -0.785 1.919
I -0.894 2.773 3.164
C 0.086 3.425 1.438
C 0.217 4.802 1.289
C 0.849 5.296 0.165
C 1.333 4.405 -0.778
C 1.172 3.056 -0.551
N 0.553 2.560 0.537
H -0.169 5.459 2.053
H 0.965 6.364 0.033
H 1.839 4.741 -1.672
H 1.550 2.323 -1.248
C 0.295 -4.193 -0.961
O 0.436 -2.761 -0.926
P 1.167 -2.052 0.345
O 2.708 -2.426 0.103
C 3.326 -2.012 -1.130
O 0.909 -3.050 1.547
C 0.393 -2.621 2.821
H 0.027 -4.460 -1.981
H -0.493 -4.492 -0.273
H 1.231 -4.677 -0.688
H 3.173 -2.782 -1.887
H 4.386 -1.895 -0.923
H 2.927 -1.059 -1.473
H -0.075 -3.494 3.267
H -0.345 -1.834 2.693
H 1.213 -2.270 3.446
```

LUMO energy (spin up / spin down)   -0.6 / -0.2 eV
2S+1   2
Energy relative to the best compared isomer or geometry (same formula, charge and spin)   0.0 kJ/mol
Strongest force on any atom   0.3 eV Å⁻¹
Charge   0

Which charges does Löwdin predict for the atoms? In e, they are: 0.66 0.14 -0.49 -0.22 -0.52 0.12 -0.17 0.18 -0.49 -0.07 0.36 -0.10 -0.28 -0.37 0.34 -0.13 -0.25 -0.46 0.13 0.14 0.16 0.09 0.09 0.09 0.05 0.09 1.04 -0.72 -0.14 -0.05 -0.03 -0.10 -0.02 0.09 0.12 0.12 0.11 -0.07 -0.36 0.81 -0.27 -0.08 -0.27 -0.07 0.09 0.09 0.09 0.09 0.10 0.08 0.09 0.06 0.09